Entry 1:
Molecular formula: C4H8O3
Method: DFT, ωB97M-V with the def2-TZVPD basis set

Computed properties:
Strongest force on any atom (eV/Å): 0.57
HOMO energy (eV): -10.226
SMILES: COC(=O)[C@@H](C)O
Kohn-Sham gap (Ha): 0.4072

The geometry in XYZ format:
```
15
Properties=species:S:1:pos:R:3:forces:R:3
C 2.5408 -0.0661 0.5633 0.2501 -0.0453 -0.0257
O 1.1698 0.2966 0.7249 -0.1781 -0.0748 0.0298
C 0.2821 -0.5349 0.1521 0.0433 -0.2651 -0.2238
O 0.5838 -1.5115 -0.4872 -0.1406 0.4203 0.3573
C -1.1400 -0.0072 0.3537 0.1013 0.1698 -0.0672
C -1.4976 0.8086 -0.8853 -0.0219 0.0445 -0.0921
O -2.0420 -1.0718 0.5367 0.0072 -0.0102 0.1288
H 2.7289 -1.0450 1.0107 -0.0166 0.1203 -0.0604
H 3.1134 0.7061 1.0770 -0.0649 -0.1199 -0.0777
H 2.8079 -0.1030 -0.4950 -0.0326 0.0039 0.1083
H -1.1378 0.6257 1.2539 -0.0649 -0.1835 -0.2293
H -0.9104 1.7293 -0.9390 -0.0940 -0.1093 -0.0176
H -2.5643 1.0634 -0.8669 0.2131 0.0671 0.0608
H -1.2973 0.2089 -1.7821 -0.0461 0.1177 0.1281
H -2.6374 -1.0988 -0.2168 0.0445 -0.1354 -0.0194
```
Positions in Å, forces in eV/Å.

---

Entry 2:
Molecular formula: C3H10N2
Method: DFT, ωB97M-V with the def2-TZVPD basis set

Computed properties:
Strongest force on any atom (eV/Å): 1.69
HOMO energy (eV): -9.243
SMILES: C=C.NCN
Kohn-Sham gap (Ha): 0.3846

The geometry in XYZ format:
```
15
Properties=species:S:1:pos:R:3:forces:R:3
C -4.5344 4.4741 2.5344 -0.8286 -1.0450 -0.4777
C -5.2664 3.7036 1.7151 0.9976 1.0495 0.8663
H -3.7087 5.0476 2.1394 -0.3710 0.7538 0.2080
H -4.7964 4.4384 3.5820 0.8649 -0.1246 0.3194
H -5.2521 3.9892 0.6779 0.1075 -0.9423 -0.5086
H -5.7996 2.8678 2.1467 -0.7705 0.3086 -0.4073
N 2.9947 -3.8683 -0.8241 -0.4621 -0.2285 -0.5033
C 3.6660 -2.6098 -1.0105 -0.1372 0.7654 -0.2012
N 3.0431 -1.7315 -2.0223 -0.1042 0.0426 -0.0801
H 3.0364 -4.4352 -1.6734 0.3381 0.1358 0.2187
H 1.9974 -3.6887 -0.7267 0.0924 0.0448 0.3451
H 4.7242 -2.7535 -1.2145 0.1361 -0.3837 -0.1374
H 3.6232 -2.0356 -0.0882 -0.0250 -0.2119 0.3355
H 2.5446 -2.2375 -2.7401 0.0698 -0.2866 0.0026
H 3.7279 -1.1606 -2.4957 0.0923 0.1221 0.0200
```
Positions in Å, forces in eV/Å.

---

Entry 3:
Molecular formula: C2HNOS2
Method: DFT, ωB97M-V with the def2-TZVPD basis set

Computed properties:
Strongest force on any atom (eV/Å): 3.58
HOMO energy (eV): -9.327
SMILES: O=C1N=S1#CS
Kohn-Sham gap (Ha): 0.3337

The geometry in XYZ format:
```
7
Properties=species:S:1:pos:R:3:forces:R:3
O 2.3841 0.6804 -0.2780 0.2536 2.0833 2.8953
C 2.8257 0.5984 -1.3386 1.3582 0.0884 0.2874
N 3.0060 0.1157 -2.4160 0.8091 0.1604 -1.7080
S 1.4455 -0.9430 -2.2159 -2.8261 -1.4701 0.3968
C 0.6372 -0.7756 -0.9018 -0.0138 -0.5286 -0.5446
S 0.1035 -0.3400 0.6474 -1.7325 -0.9045 -1.4249
H -1.2544 -0.8906 0.5699 2.1517 0.5711 0.0980
```
Positions in Å, forces in eV/Å.

---

Entry 4:
Molecular formula: H4NPSi
Method: DFT, ωB97M-V with the def2-TZVPD basis set

Computed properties:
Strongest force on any atom (eV/Å): 3.67
HOMO energy (alpha / beta) (eV): -8.730 / -8.729
Kohn-Sham gap (alpha / beta) (Ha): 0.2865 / 0.2865

The geometry in XYZ format:
```
7
Properties=species:S:1:pos:R:3:forces:R:3
N 0.4013 0.7193 0.6114 0.3628 0.5128 0.5211
Si 0.3127 -0.1287 -0.8828 0.0932 -0.9760 0.1570
P -0.0576 1.1405 2.0045 -1.9543 -3.0394 -0.6211
H 1.2931 -1.2598 -1.0024 0.6838 1.0321 0.0454
H -0.7454 -1.0996 -1.1351 -1.1168 0.2273 0.2862
H 0.1930 0.9692 -1.8269 0.3269 0.0312 -0.5631
H -1.3972 -0.3409 2.2314 1.6044 2.2122 0.1745
```
Positions in Å, forces in eV/Å.

---

Entry 5:
Molecular formula: C26H40As2BBr2KN6
Method: DFT, ωB97M-V with the def2-TZVPD basis set

Computed properties:
Strongest force on any atom (eV/Å): 0.64
HOMO energy (eV): -8.081
Kohn-Sham gap (Ha): 0.3069

The geometry in XYZ format:
```
78
Properties=species:S:1:pos:R:3:forces:R:3
K 0.1849 -0.1817 -0.6141 0.1431 0.0397 -0.1040
C -3.5609 -0.0565 -2.5595 0.0350 0.0320 -0.0175
C -3.4775 -0.7743 -1.2517 -0.0428 -0.0395 -0.0032
C -4.4605 -1.5185 -0.5882 0.0648 -0.0258 0.0422
C -3.8329 -2.0054 0.5416 -0.1364 -0.0738 -0.0311
C -4.4468 -2.8602 1.6004 0.0482 -0.0227 0.0514
N -2.5499 -1.5690 0.5334 -0.1262 0.0013 -0.0457
N -2.3467 -0.8050 -0.5734 0.3946 0.0454 0.1754
B -1.4940 -1.8957 1.6423 -0.2084 -0.1708 0.2057
N -0.3447 -2.8571 1.1949 0.0529 -0.0960 0.0021
N 0.6457 -2.5722 0.3081 -0.1188 0.3466 0.0471
C 1.4116 -3.6411 0.2039 0.0096 0.0352 0.0775
C 2.5771 -3.6477 -0.7284 -0.0026 0.0233 -0.0455
C 0.9350 -4.6599 1.0404 -0.0484 0.0287 -0.0019
C -0.1785 -4.1232 1.6523 -0.0121 -0.1672 0.0184
C -1.0560 -4.8013 2.6519 -0.0523 0.0418 0.0211
N -1.0210 -0.6566 2.4562 -0.0636 0.0262 0.2007
N -0.2795 0.3745 1.9823 0.1205 -0.0981 -0.6164
C -0.0796 1.2206 2.9761 -0.0390 -0.0429 0.0067
C 0.7224 2.4626 2.7605 0.0212 0.0142 -0.0136
C -0.7049 0.7475 4.1399 0.0252 0.0082 -0.0538
C -1.2900 -0.4441 3.7683 -0.0334 0.0221 0.1602
C -2.0866 -1.3544 4.6433 -0.0198 -0.0572 -0.0525
H -4.5952 0.0530 -2.8820 -0.0142 0.0077 0.0132
H -3.1158 0.9379 -2.4872 -0.0007 -0.0048 -0.0146
H -3.0214 -0.6037 -3.3361 -0.0033 0.0092 -0.0104
H -5.4833 -1.6833 -0.8810 -0.0341 -0.0072 -0.0062
H -5.4895 -3.0508 1.3513 -0.0064 0.0222 -0.0352
H -3.9396 -3.8207 1.6875 -0.0102 -0.0055 0.0266
H -4.4134 -2.3776 2.5770 -0.0015 -0.0241 0.0172
H -2.1069 -2.5417 2.4260 -0.0487 -0.0489 0.0778
H 2.6711 -2.6711 -1.2061 0.0149 -0.0144 0.0017
H 3.5091 -3.8703 -0.2074 0.0114 0.0046 0.0149
H 2.4509 -4.3999 -1.5105 -0.0065 -0.0045 -0.0047
H 1.3352 -5.6486 1.1875 0.0164 -0.0300 -0.0002
H -0.6864 -5.8094 2.8323 0.0363 -0.0027 -0.0233
H -1.0675 -4.2686 3.6027 -0.0258 -0.0107 0.0107
H -2.0851 -4.8762 2.3016 -0.0102 -0.0022 0.0282
H 1.0537 2.5124 1.7216 0.0171 0.0289 0.0121
H 0.1435 3.3616 2.9800 -0.0197 -0.0055 -0.0078
H 1.6074 2.4812 3.3987 0.0054 -0.0095 0.0031
H -0.7305 1.2019 5.1159 -0.0035 0.0062 0.0243
H -2.1442 -0.9321 5.6453 0.0183 0.0280 -0.0044
H -3.1024 -1.4828 4.2695 -0.0063 -0.0266 0.0144
H -1.6317 -2.3421 4.7164 -0.0243 -0.0161 0.0099
Br 0.4449 -1.4181 -3.8041 -0.0540 -0.1248 -0.0176
C -0.3316 -3.2033 -3.9042 0.0419 0.1035 -0.0247
Br -1.1283 -3.7831 -2.2638 -0.0473 0.0016 -0.1119
H 0.4727 -3.8772 -4.1705 -0.0201 0.0153 0.0494
H -1.0908 -3.1648 -4.6749 0.0077 0.0052 0.0435
C 4.9899 0.9615 -0.8377 -0.0729 0.0008 -0.0068
As 3.0909 1.1736 -1.2833 0.2014 0.1166 -0.1171
C 3.3260 1.2438 -3.2339 0.0160 0.0575 0.0376
C 2.8717 3.1018 -0.9528 0.0371 -0.0556 0.0107
C 3.9056 3.8420 -0.3841 0.0669 0.0317 0.0488
C 3.7508 5.1888 -0.0904 -0.0098 -0.0057 -0.0075
C 2.5490 5.8198 -0.3651 0.0104 0.0128 0.0076
C 1.5131 5.0915 -0.9271 -0.0438 0.0720 0.0133
C 1.6530 3.7391 -1.2198 -0.0096 -0.0255 0.0056
As 0.1389 2.7569 -1.9934 0.0272 0.1420 -0.1800
C -0.2742 3.9915 -3.4656 -0.0361 -0.0342 0.1015
C -1.2518 3.2683 -0.7104 0.0648 0.0471 -0.1100
H 5.6134 1.6721 -1.3803 -0.0121 -0.0038 0.0149
H 5.2840 -0.0504 -1.1164 -0.0415 0.0012 -0.0072
H 5.1425 1.0741 0.2349 -0.0050 0.0037 -0.0140
H 4.0727 1.9927 -3.4968 -0.0141 -0.0111 -0.0210
H 2.3771 1.4923 -3.7088 0.0148 -0.0063 0.0010
H 3.6469 0.2640 -3.5879 -0.0029 -0.0015 0.0103
H 4.8529 3.3731 -0.1535 -0.0172 -0.0141 -0.0155
H 4.5688 5.7411 0.3539 0.0065 -0.0015 0.0028
H 2.4154 6.8700 -0.1395 -0.0012 0.0010 0.0002
H 0.5746 5.5952 -1.1303 0.0046 -0.0163 -0.0070
H -0.3499 5.0222 -3.1210 0.0059 -0.0194 0.0160
H -1.2176 3.7021 -3.9284 0.0168 -0.0412 0.0284
H 0.5168 3.9218 -4.2117 -0.0048 -0.0012 0.0188
H -1.2353 4.3404 -0.5189 -0.0336 -0.0088 0.0285
H -1.0956 2.7234 0.2209 -0.0025 -0.0035 0.0181
H -2.2211 2.9834 -1.1185 -0.0094 -0.0028 0.0129
```
Positions in Å, forces in eV/Å.

---

Entry 6:
Molecular formula: C2H4F3O4RhS
Method: DFT, ωB97M-V with the def2-TZVPD basis set

Computed properties:
Strongest force on any atom (eV/Å): 5.71
Total charge: +2
Multiplicity: 5
HOMO energy (alpha / beta) (eV): -20.296 / -20.250
Expectation value of S²: 6.016
Kohn-Sham gap (alpha / beta) (Ha): 0.3493 / 0.2343

The geometry in XYZ format:
```
15
Properties=species:S:1:pos:R:3:forces:R:3
Rh 2.1109 1.7426 -1.4478 2.7424 1.9249 -0.5798
O 1.1474 2.4469 -0.0519 -1.4540 -0.1593 4.6920
S -0.4816 0.3324 -0.8740 -5.2792 -0.5444 2.1143
O 0.7455 0.4490 -1.7086 -0.5817 -1.4209 -0.2024
O -1.6564 1.0731 -1.2548 2.3863 -0.2832 0.6447
C -0.8714 -1.4688 -1.2275 -0.9315 -2.2014 -0.2490
F 0.0728 -2.2259 -0.7173 0.2858 0.2704 0.3653
F -2.0440 -1.7493 -0.7116 0.5709 0.5650 0.0783
F -0.8977 -1.6327 -2.5313 0.1125 0.7607 0.2995
H 0.6872 2.1049 0.9808 1.0295 1.0378 -3.5293
O -0.5382 0.5156 1.0518 0.5420 0.2685 -3.5751
C 0.2673 -0.2600 1.9686 1.3301 -0.3959 -0.8688
H 0.5239 -1.2576 1.5959 -0.6640 -0.0363 0.1437
H 1.2457 0.2319 2.0333 -0.2056 0.0879 0.7402
H -0.3114 -0.3020 2.8945 0.1165 0.1260 -0.0736
```
Positions in Å, forces in eV/Å.